Here is an isolated molecule of C3H3NO2S from OMol25. Energies are from ωB97M-V/def2-TZVPD.

Summary:
Kohn-Sham gap, eV: 9.2
Charge: 0
Lowest unoccupied orbital energy, Ha: -0.0214

Positions of all 10 atoms, in Å:
C -0.46 1.03 0.16
C 0.50 0.67 1.05
C -0.71 0.18 -0.96
N 0.12 -1.05 -0.85
O -1.46 0.41 -1.87
O 0.64 -1.85 1.55
S 1.14 -0.97 0.58
H -1.06 2.05 0.13
H 0.91 1.14 1.89
H 0.36 -1.62 -1.69

natural (NBO) atomic charge list, values in e, 6 entries:
1 C -0.27
2 C -0.36
3 C 0.63
4 N -0.89
5 O -0.53
6 O -0.94

***

Here is a 2-piece molecular cluster, C3H5FIN overall from OMol25. Energies are from ωB97M-V/def2-TZVPD.

Summary:
Kohn-Sham gap (alpha / beta), eV: 8.3 / 8.7
Charge: 0
Lowest unoccupied orbital energy (alpha / beta), Ha: -0.0275 / -0.0108

Positions of all 11 atoms, in Å:
C 1.50 1.61 -1.23
C 0.39 1.53 -0.56
C -1.29 -1.24 0.67
N -1.18 -1.05 -0.73
F -0.17 2.17 0.43
I 0.24 -2.04 -1.70
H 2.23 2.39 -1.04
H 1.71 0.92 -2.01
H -1.93 -0.43 1.05
H -1.78 -2.19 0.90
H -0.33 -1.23 1.21

natural (NBO) atomic charge list, values in e, 6 entries:
1 C -0.65
2 C 0.51
3 C -0.50
4 N -0.46
5 F -0.31
6 I 0.31

***

Here is a 2-piece molecular cluster, C6H14O overall from OMol25. Energies are from ωB97M-V/def2-TZVPD.

Summary:
Kohn-Sham gap, eV: 6.9
Charge: 0
Lowest unoccupied orbital energy, Ha: 0.0147

Positions of all 21 atoms, in Å:
C -0.20 -1.09 -1.63
C 0.55 0.12 -1.08
C 2.01 0.11 -1.53
C 0.50 0.20 0.45
C -0.80 0.60 1.07
C -0.99 0.51 2.49
O -1.65 1.17 0.28
H -0.23 -1.05 -2.72
H -1.21 -1.15 -1.22
H 0.31 -2.02 -1.33
H 0.08 1.03 -1.48
H 2.08 0.06 -2.62
H 2.54 -0.76 -1.12
H 2.55 1.01 -1.20
H 1.21 0.96 0.82
H 0.78 -0.75 0.91
H -1.73 -1.35 1.03
H -1.83 1.07 2.90
H -0.08 0.54 3.09
H -1.40 -0.62 2.13
H -2.46 1.40 0.77

natural (NBO) atomic charge list, values in e, 6 entries:
1 C -0.62
2 C -0.22
3 C -0.60
4 C -0.52
5 C 0.74
6 C -0.89

***

Here is an isolated molecule of C4H10O2 from OMol25. Energies are from ωB97M-V/def2-TZVPD.

Summary:
Kohn-Sham gap, eV: 10.8
Charge: 0
Lowest unoccupied orbital energy, Ha: 0.0320

Positions of all 16 atoms, in Å:
C 1.66 -0.68 -0.17
C 0.49 -0.01 0.53
O 0.93 1.15 1.25
C -0.66 0.36 -0.45
C -1.81 -0.65 -0.37
O -1.18 1.64 -0.16
H 2.09 0.00 -0.92
H 1.36 -1.60 -0.68
H 2.45 -0.93 0.55
H 0.09 -0.68 1.31
H 1.64 1.56 0.74
H -0.26 0.36 -1.48
H -1.50 -1.65 -0.70
H -2.18 -0.71 0.66
H -2.63 -0.31 -1.01
H -0.60 2.00 0.53

natural (NBO) atomic charge list, values in e, 6 entries:
1 C -0.64
2 C 0.07
3 O -0.72
4 C 0.08
5 C -0.62
6 O -0.73

***

Short version: maximum force = 4.43; 1.54; 0.49; 0.31 eV/Å, in the order given.
Short version: total energy = -19578.0140; -15494.6267; -8491.9827; -8404.9531 eV, in the order given.